# 1
Formula: C21H28N3NdO2
Source: the OMol25 dataset
Level of theory: wB97M-V/def2-TZVPD

2S+1 = 4
⟨S²⟩ = 3.75
relative energy (zero: lowest compared OMol25 entry of this formula, charge and spin) = 0.00 kJ/mol

Positions of all 55 atoms, in Å:
1 O -0.049 0.023 -0.138
2 C -1.413 0.084 0.494
3 C -1.293 -1.342 1.006
4 H -2.144 0.254 -0.298
5 H -1.441 0.847 1.274
6 C 0.082 -1.383 0.338
7 H -2.014 -2.013 0.539
8 H -1.273 -1.442 2.101
9 C 0.178 -2.316 -0.857
10 H -0.645 -2.124 -1.555
11 H 0.140 -3.356 -0.513
12 H 1.123 -2.161 -1.387
13 C 1.234 -1.551 1.312
14 H 1.091 -0.916 2.189
15 H 2.193 -1.295 0.847
16 H 1.284 -2.600 1.626
17 Nd 1.386 1.882 -0.583
18 C 3.256 2.941 1.040
19 C 2.194 3.873 1.140
20 C 1.095 3.226 1.786
21 H 2.224 4.919 0.831
22 C 1.489 1.890 2.089
23 C 2.830 1.710 1.624
24 H 3.430 0.804 1.735
25 H 4.241 3.143 0.618
26 H 0.135 3.689 2.045
27 H 0.897 1.158 2.643
28 C 3.597 2.006 -2.253
29 C 3.893 0.998 -1.291
30 C 3.006 -0.101 -1.508
31 H 4.702 1.023 -0.570
32 C 2.153 0.234 -2.610
33 C 2.528 1.533 -3.074
34 H 2.109 2.035 -3.945
35 H 4.161 2.926 -2.388
36 H 3.054 -1.066 -1.006
37 H 1.404 -0.417 -3.058
38 O -3.767 -2.465 0.522
39 C -3.666 -3.810 1.075
40 C -5.060 -4.436 1.179
41 H -3.194 -3.746 2.070
42 H -3.016 -4.400 0.406
43 C -6.034 -3.264 0.929
44 H -5.231 -4.895 2.153
45 H -5.172 -5.203 0.411
46 C -5.170 -2.166 0.288
47 H -6.442 -2.912 1.881
48 H -6.858 -3.563 0.287
49 H -5.384 -1.174 0.714
50 H -5.345 -2.154 -0.802
51 N 1.051 3.928 -1.715
52 C 1.730 4.842 -2.062
53 N 2.323 5.888 -2.467
54 C 3.624 6.081 -2.517
55 N 4.772 6.333 -2.595



# 2
Formula: C34H59F5O3P
Source: the OMol25 dataset
Level of theory: wB97M-V/def2-TZVPD

2S+1 = 1
energy = -65219.3812 eV
total charge = -1

Positions of all 102 atoms, in Å:
1 C -0.795 -5.169 2.418
2 C -0.165 -4.836 3.898
3 C -0.164 -3.202 4.246
4 C -0.738 -3.079 5.783
5 C -0.815 -1.486 6.179
6 C -2.393 -1.047 6.113
7 C -2.970 -0.865 4.568
8 C -2.242 0.466 3.951
9 C -2.745 0.919 2.461
10 O -1.738 0.389 1.481
11 P -2.453 0.061 -0.101
12 C -1.079 -1.185 -0.703
13 C -0.868 -1.121 -2.334
14 C -0.532 -2.561 -3.043
15 C -1.917 -3.478 -3.036
16 C 0.651 -3.435 -2.319
17 C 1.949 -2.555 -1.834
18 C 2.510 -1.501 -2.996
19 C 3.545 -0.513 -2.495
20 C 4.754 -1.180 -1.559
21 C 3.508 1.105 -2.820
22 O -1.875 1.459 -0.932
23 C -0.585 1.964 -0.499
24 C -0.668 3.277 0.535
25 C 0.642 3.102 1.556
26 C -0.601 4.695 -0.335
27 C 0.889 5.375 -0.384
28 C -1.566 5.765 0.501
29 O -4.033 0.712 0.391
30 C -4.160 0.373 1.848
31 C -5.584 1.054 2.280
32 F -6.334 0.018 3.085
33 F -6.421 1.244 1.038
34 C -5.471 2.403 3.200
35 F -6.893 2.823 3.494
36 F -4.890 3.528 2.408
37 F -4.833 2.205 4.527
38 H -0.543 -4.299 1.666
39 H -1.962 -5.230 2.518
40 H -0.352 -6.210 2.089
41 H -0.907 -5.336 4.688
42 H 0.946 -5.188 4.035
43 H 0.914 -2.722 4.136
44 H -0.846 -2.711 3.429
45 H -0.007 -3.608 6.532
46 H -1.843 -3.486 5.814
47 H -0.131 -0.901 5.407
48 H -0.368 -1.267 7.248
49 H -2.466 0.025 6.619
50 H -3.059 -1.762 6.772
51 H -2.780 -1.853 3.962
52 H -4.136 -0.620 4.630
53 H -1.057 0.357 3.888
54 H -2.420 1.369 4.706
55 H -2.776 2.090 2.552
56 H -3.196 -0.330 -1.287
57 H -3.028 -1.176 0.446
58 H -0.102 -0.998 -0.085
59 H -1.434 -2.292 -0.455
60 H 0.020 -0.344 -2.512
61 H -1.792 -0.666 -2.921
62 H -0.223 -2.429 -4.181
63 H -1.996 -3.983 -1.961
64 H -1.906 -4.314 -3.880
65 H -2.900 -2.832 -3.155
66 H 0.230 -3.986 -1.375
67 H 1.074 -4.246 -3.085
68 H 1.731 -1.917 -0.874
69 H 2.829 -3.328 -1.608
70 H 2.148 -1.528 -4.129
71 H 4.869 -2.319 -1.873
72 H 5.771 -0.605 -1.659
73 H 4.414 -1.198 -0.417
74 H 2.591 1.449 -3.462
75 H 3.467 1.652 -1.783
76 H 4.503 1.467 -3.348
77 H -0.057 2.413 -1.473
78 H 0.179 1.198 -0.065
79 H -1.696 3.323 1.117
80 H 0.653 3.936 2.407
81 H 0.586 2.063 2.139
82 H 1.670 3.070 0.972
83 H -1.001 4.483 -1.431
84 H 0.795 6.399 -0.986
85 H 1.710 4.732 -0.925
86 H 1.253 5.698 0.703
87 H -1.096 5.830 1.594
88 H -1.654 6.813 -0.023
89 H -2.628 5.275 0.646
90 H -4.331 -0.755 2.136
91 C 4.527 1.860 -7.026
92 C 5.620 2.536 -7.568
93 C 6.878 1.935 -7.577
94 C 7.042 0.653 -7.052
95 C 5.949 -0.025 -6.513
96 C 4.692 0.580 -6.496
97 H 3.547 2.330 -7.016
98 H 5.491 3.532 -7.984
99 H 7.731 2.464 -7.994
100 H 8.022 0.182 -7.064
101 H 6.076 -1.025 -6.106
102 H 3.842 0.054 -6.071